Entry 1:
Entry from the OMol25 dataset: a 2-piece molecular cluster, C2H9NO2 overall in a non-equilibrium geometry (ωB97M-V with the def2-TZVPD basis set).

Last column: Löwdin charge in e.
Atoms and positions in Å:
N -0.69 0.06 -0.77  0.0092
C 0.15 0.62 -1.76  -0.3037
O 1.29 1.45 -1.32  -0.1131
H -1.22 0.77 -0.28  0.0799
H -0.98 -0.80 -0.32  0.0593
H -0.33 1.29 -2.46  0.0994
H 0.72 -0.19 -2.20  0.1095
H 1.11 1.82 -0.44  0.0595
C 0.38 -0.99 1.82  -0.1056
O -1.08 -0.98 1.76  -0.1739
H 0.53 -0.88 2.89  0.0796
H 0.68 -0.27 1.05  0.0496
H 0.75 -1.93 1.42  0.0778
H -1.47 -1.80 2.07  0.0725

Lowest unoccupied orbital energy   0.0292 Eh
Total energy   -286.76401 hartree
SMILES   NCO.CO
Relative energy (zero: lowest compared OMol25 entry of this formula, charge and spin)   1.480 eV

=====

Entry 2:
Entry from the OMol25 dataset: C27H41Cl3N3NiO3Si as an isolated structure in a non-equilibrium geometry (ωB97M-V with the def2-TZVPD basis set).

Last column: Mulliken spin population.
Atoms and positions in Å:
C 1.47 -0.83 -3.42  0.0026
C 1.03 0.59 -3.35  0.0006
H 1.17 -1.30 -4.35  -0.0003
H 1.03 -1.39 -2.57  -0.0016
H 2.57 -0.93 -3.33  0.0002
C 0.56 1.30 -4.39  -0.0036
C 0.39 0.81 -5.79  0.0002
H 0.27 2.35 -4.24  -0.0002
H 0.62 -0.26 -5.90  0.0000
H 1.03 1.36 -6.50  0.0001
H -0.64 0.97 -6.12  0.0000
Ni 0.51 -0.42 0.52  1.7485
Cl 2.51 0.57 0.87  0.0783
Cl 0.10 -2.43 -0.36  0.0838
C 0.32 2.88 1.33  -0.0001
O -0.60 2.05 1.31  0.0081
N 0.13 4.17 1.66  -0.0029
C -1.19 4.55 2.11  0.0005
C 1.15 5.20 1.62  0.0002
H 1.37 2.60 1.09  0.0012
H -1.79 3.64 2.18  -0.0003
H -1.65 5.25 1.41  0.0001
H -1.12 5.02 3.10  0.0002
H 2.10 4.78 1.25  -0.0001
H 1.30 5.61 2.63  0.0001
H 0.85 6.02 0.96  0.0001
H -1.50 -1.04 -3.10  -0.0005
H -2.41 1.33 -3.64  0.0004
C -2.29 -1.15 -2.35  0.0012
C -3.21 1.05 -2.94  -0.0005
N -2.71 0.16 -1.91  0.0010
H -1.91 -1.73 -1.51  -0.0008
C -2.81 0.52 -0.60  0.0016
O -2.70 -0.22 0.37  0.0040
H -3.60 1.95 -2.46  0.0001
H -3.01 1.61 -0.50  -0.0005
H -3.14 -1.66 -2.83  0.0000
H -4.00 0.56 -3.51  0.0000
O 0.10 0.66 -1.18  0.0516
C 1.07 1.21 -1.95  -0.0081
C -0.14 3.47 -1.83  0.0031
C 1.05 2.76 -1.93  0.0133
H -1.07 2.91 -1.73  0.0025
C -0.13 4.87 -1.85  -0.0001
H 2.05 0.91 -1.52  -0.0047
C 2.26 3.45 -2.06  0.0028
H -1.07 5.41 -1.75  0.0001
C 1.07 5.56 -2.00  0.0000
C 2.27 4.85 -2.11  -0.0003
H 3.18 2.88 -2.13  -0.0002
H 1.07 6.66 -2.04  0.0001
H 3.21 5.39 -2.23  0.0001
Si 0.39 -7.37 -0.36  -0.0007
Cl 0.64 -7.29 -2.41  0.0000
C -1.44 -7.12 -0.05  -0.0003
C 1.46 -5.99 0.31  -0.0032
C 0.95 -9.07 0.23  0.0000
H -1.76 -6.16 -0.47  0.0006
H -1.66 -7.11 1.03  0.0000
H -2.02 -7.92 -0.52  0.0000
H 0.35 -9.86 -0.24  0.0000
H 0.86 -9.17 1.32  0.0000
H 2.01 -9.25 -0.04  0.0000
H 1.15 -5.01 -0.08  0.0034
H 2.51 -6.16 0.03  0.0001
H 1.40 -5.95 1.41  -0.0001
N 0.07 -0.47 2.46  0.0270
C -0.03 -0.29 3.61  -0.0057
C -0.03 -0.11 5.02  0.0000
C -1.21 0.11 5.76  -0.0010
C -1.19 0.13 7.16  0.0007
C 0.01 -0.04 7.86  -0.0012
C 1.20 -0.17 7.14  0.0007
C 1.19 -0.19 5.74  -0.0017
H -2.15 0.26 5.22  -0.0001
H -2.11 0.27 7.72  0.0000
H 0.02 -0.06 8.95  -0.0001
H 2.15 -0.27 7.67  0.0000
H 2.12 -0.26 5.18  -0.0002

Lowest unoccupied orbital energy (spin up / spin down)   0.0713 / 0.0714 Eh
Total energy   -4622.00045 hartree
⟨S²⟩   2.0059
Charge   -1
Multiplicity   3
Relative energy (zero: lowest compared OMol25 entry of this formula, charge and spin)   0.000 eV

=====

Entry 3:
Entry from the OMol25 dataset: C13H7AsBrINO5S4Ti as an isolated structure in a non-equilibrium geometry (ωB97M-V with the def2-TZVPD basis set).

Last column: Mulliken spin population.
Atoms and positions in Å:
Ti -0.61 -0.87 0.87  0.4867
O 4.38 0.62 3.93  0.0222
C 3.26 0.20 3.24  0.1903
C 3.35 -0.39 1.99  -0.0934
C 2.18 -0.75 1.33  0.1935
N 0.97 -0.56 1.92  0.0337
C 0.87 0.08 3.10  0.1499
C 1.99 0.47 3.80  -0.0777
C -0.59 0.37 3.37  0.0072
O -0.99 0.83 4.43  0.0347
O -1.30 0.09 2.34  -0.0130
C 1.98 -1.15 -0.08  0.0350
O 2.90 -1.37 -0.86  0.0488
O 0.71 -1.15 -0.38  -0.0128
H 5.15 0.39 3.41  -0.0018
H 4.30 -0.54 1.49  -0.0065
H 1.89 1.01 4.73  -0.0048
S -1.19 -3.25 -2.09  0.0004
As -2.24 -2.77 -0.32  0.0051
S -1.00 -3.06 1.53  -0.0119
S -2.67 -0.59 -0.28  -0.0015
S -3.98 -3.94 -0.28  0.0154
Br -1.53 4.39 -2.16  0.0001
C -1.58 2.58 -2.74  -0.0020
C -2.33 2.28 -3.87  0.0008
C -2.42 0.97 -4.31  -0.0002
C -1.71 -0.02 -3.66  0.0005
C -0.93 0.29 -2.55  -0.0006
C -0.89 1.58 -2.07  0.0006
I 0.11 1.99 -0.23  0.0015
H -2.84 3.09 -4.38  0.0001
H -3.06 0.73 -5.14  0.0000
H -1.78 -1.06 -3.97  0.0000
H -0.36 -0.51 -2.09  -0.0001

Lowest unoccupied orbital energy (spin up / spin down)   0.1419 / 0.1419 Eh
Total energy   -8480.53941 hartree
⟨S²⟩   0.7801
Charge   -2
Multiplicity   2

=====

Question: What is the formula in the third record?
Answer: C13H7AsBrINO5S4Ti

=====

Question: Which of these has the highest total energy?
Answer: C2H9NO2

=====

Question: The highest total energy belongs to which entry?
Answer: C2H9NO2

=====

Please write out number 3 again, unchanged.
Entry from the OMol25 dataset: C13H7AsBrINO5S4Ti as an isolated structure in a non-equilibrium geometry (ωB97M-V with the def2-TZVPD basis set).

Last column: Mulliken spin population.
Atoms and positions in Å:
Ti -0.61 -0.87 0.87  0.4867
O 4.38 0.62 3.93  0.0222
C 3.26 0.20 3.24  0.1903
C 3.35 -0.39 1.99  -0.0934
C 2.18 -0.75 1.33  0.1935
N 0.97 -0.56 1.92  0.0337
C 0.87 0.08 3.10  0.1499
C 1.99 0.47 3.80  -0.0777
C -0.59 0.37 3.37  0.0072
O -0.99 0.83 4.43  0.0347
O -1.30 0.09 2.34  -0.0130
C 1.98 -1.15 -0.08  0.0350
O 2.90 -1.37 -0.86  0.0488
O 0.71 -1.15 -0.38  -0.0128
H 5.15 0.39 3.41  -0.0018
H 4.30 -0.54 1.49  -0.0065
H 1.89 1.01 4.73  -0.0048
S -1.19 -3.25 -2.09  0.0004
As -2.24 -2.77 -0.32  0.0051
S -1.00 -3.06 1.53  -0.0119
S -2.67 -0.59 -0.28  -0.0015
S -3.98 -3.94 -0.28  0.0154
Br -1.53 4.39 -2.16  0.0001
C -1.58 2.58 -2.74  -0.0020
C -2.33 2.28 -3.87  0.0008
C -2.42 0.97 -4.31  -0.0002
C -1.71 -0.02 -3.66  0.0005
C -0.93 0.29 -2.55  -0.0006
C -0.89 1.58 -2.07  0.0006
I 0.11 1.99 -0.23  0.0015
H -2.84 3.09 -4.38  0.0001
H -3.06 0.73 -5.14  0.0000
H -1.78 -1.06 -3.97  0.0000
H -0.36 -0.51 -2.09  -0.0001

Lowest unoccupied orbital energy (spin up / spin down)   0.1419 / 0.1419 Eh
Total energy   -8480.53941 hartree
⟨S²⟩   0.7801
Charge   -2
Multiplicity   2